# 1
A single C4H8N2O2 molecule. Source: the OMol25 dataset; level of theory: wB97M-V/def2-TZVPD.

CARTESIAN COORDINATES (ANGSTROEM)
O (0.78, -0.47, -2.25)
N (1.04, -0.83, -1.12)
N (0.84, 0.12, -0.20)
C (0.99, -0.42, 1.19)
C (-0.47, -0.79, 1.48)
C (-1.37, 0.35, 1.24)
O (-1.46, 0.77, -0.16)
C (-0.13, 1.23, -0.52)
H (1.57, 0.25, 1.69)
H (1.46, -1.46, 1.03)
H (-0.71, -1.12, 2.50)
H (-0.75, -1.68, 0.88)
H (-2.33, 0.04, 1.59)
H (-1.03, 1.21, 1.94)
H (-0.18, 1.15, -1.57)
H (0.20, 2.02, 0.03)

- SMILES: O=NN1CCCOC1
- Energy above the lowest of the compared OMol25 structures with the same formula, charge and spin: 480.2 kJ/mol
- E_tot: -11349.1358 eV
- HOMO-LUMO gap: 0.3723 hartree



# 2
A 2-piece molecular cluster, C3H10NO2S overall. Source: the OMol25 dataset; level of theory: wB97M-V/def2-TZVPD.

CARTESIAN COORDINATES (ANGSTROEM)
C (-0.33, 1.27, 0.43)
C (-0.65, 1.16, -1.06)
S (-2.46, 1.00, -1.32)
N (1.16, 1.19, 0.52)
H (-0.69, 0.42, 1.03)
H (-0.71, 2.22, 0.89)
H (-0.10, 0.27, -1.43)
H (-0.31, 2.03, -1.63)
H (-2.56, -0.19, -0.69)
H (1.46, 1.50, 1.45)
H (1.64, 1.83, -0.20)
H (1.46, 0.21, 0.37)
O (1.52, -1.40, 0.41)
C (0.60, -2.22, 0.27)
O (0.61, -3.51, 0.67)
H (-0.35, -1.90, -0.23)
H (-0.27, -3.88, 0.53)

- Energy above the lowest of the compared OMol25 structures with the same formula, charge and spin: 0.0 kJ/mol
- E_tot: -19686.9118 eV
- HOMO-LUMO gap: 0.3637 hartree
- Charge: +1



# 3
A 2-piece molecular cluster, C4H6N2 overall. Source: the OMol25 dataset; level of theory: wB97M-V/def2-TZVPD.

CARTESIAN COORDINATES (ANGSTROEM)
N (3.38, 0.00, -0.01)
C (2.24, -0.11, 0.16)
C (0.79, -0.23, 0.37)
C (-0.09, 1.01, 0.06)
C (-0.78, 0.17, -1.04)
N (0.05, -0.82, -0.74)
H (0.60, -0.71, 1.33)
H (-0.74, 1.34, 0.87)
H (0.46, 1.87, -0.34)
H (-2.83, -0.30, -0.08)
H (-3.19, -0.47, 0.55)
H (0.11, -1.75, -1.14)

- Energy above the lowest of the compared OMol25 structures with the same formula, charge and spin: 421.8 kJ/mol
- E_tot: -7221.2193 eV
- HOMO-LUMO gap: 0.3587 hartree



# 4
A single C4H9BO2 molecule. Source: the OMol25 dataset; level of theory: wB97M-V/def2-TZVPD.

CARTESIAN COORDINATES (ANGSTROEM)
C (2.57, -0.89, 0.26)
C (1.43, -0.11, -0.31)
C (0.62, 0.65, 0.41)
C (-0.61, 1.32, -0.14)
O (-1.74, 0.61, 0.32)
B (-2.43, -0.27, -0.44)
O (-3.40, -1.00, 0.14)
H (3.48, -0.70, -0.30)
H (2.35, -1.95, 0.18)
H (2.73, -0.64, 1.30)
H (1.28, -0.19, -1.38)
H (0.76, 0.73, 1.48)
H (-0.70, 2.35, 0.23)
H (-0.60, 1.33, -1.24)
H (-2.24, -0.43, -1.59)
H (-3.49, -0.82, 1.08)

- SMILES: C/C=C/COBO
- Energy above the lowest of the compared OMol25 structures with the same formula, charge and spin: 57.4 kJ/mol
- E_tot: -9066.9752 eV
- HOMO-LUMO gap: 0.3892 hartree



# 5
A single C4H8N4 molecule. Source: the OMol25 dataset; level of theory: wB97M-V/def2-TZVPD.

CARTESIAN COORDINATES (ANGSTROEM)
C (-0.38, 0.84, -1.45)
N (0.67, 1.88, -0.94)
N (0.90, 1.73, 0.51)
C (0.38, 0.61, 0.79)
N (0.78, -0.28, 1.78)
N (0.44, -1.63, 1.41)
C (-0.31, -1.54, 0.10)
C (-0.70, 0.04, -0.21)
H (-1.30, 1.34, -1.99)
H (0.11, 0.22, -2.20)
H (0.37, 3.02, -1.39)
H (1.79, -0.27, 2.02)
H (-0.24, -1.93, 2.21)
H (0.31, -1.92, -0.72)
H (-1.14, -2.26, -0.16)
H (-1.68, 0.15, 0.23)

- SMILES: C1NN=C2NNC[C@H]12
- Energy above the lowest of the compared OMol25 structures with the same formula, charge and spin: 442.8 kJ/mol
- E_tot: -10233.6529 eV
- HOMO-LUMO gap: 0.3195 hartree



# 6
An isolated ion of composition C6H15N4O and charge +1. Source: the OMol25 dataset; level of theory: wB97M-V/def2-TZVPD.

CARTESIAN COORDINATES (ANGSTROEM)
C (-1.65, -1.41, -0.17)
N (-1.11, -0.02, -0.23)
C (-0.56, 0.32, -1.55)
N (-0.14, 1.64, -1.53)
C (0.77, 2.13, -0.49)
C (1.21, 1.01, 0.57)
N (1.96, -0.12, 0.03)
C (1.68, -1.30, 0.89)
N (0.47, -0.90, 1.66)
C (-0.05, 0.30, 1.06)
O (-0.94, 0.93, 1.88)
H (-0.81, -2.03, -0.40)
H (-2.01, -1.68, 0.87)
H (-2.43, -1.69, -0.87)
H (-1.87, 0.47, 0.09)
H (-1.30, 0.23, -2.33)
H (0.22, -0.45, -1.79)
H (0.25, 1.85, -2.38)
H (0.28, 2.96, 0.18)
H (1.64, 2.52, -0.95)
H (1.60, 1.50, 1.44)
H (2.97, 0.11, -0.02)
H (1.33, -2.19, 0.23)
H (2.47, -1.76, 1.61)
H (-0.34, -1.55, 1.82)
H (-0.52, 1.45, 2.59)

- SMILES: C[N@@H+]1CNC[C@@H]2NCN[C@@]21O
- Energy above the lowest of the compared OMol25 structures with the same formula, charge and spin: 124.2 kJ/mol
- E_tot: -14465.2218 eV
- HOMO-LUMO gap: 0.3796 hartree
- Charge: +1



What did the third record say?
A 2-piece molecular cluster, C4H6N2 overall. Source: the OMol25 dataset; level of theory: wB97M-V/def2-TZVPD.

CARTESIAN COORDINATES (ANGSTROEM)
N (3.38, 0.00, -0.01)
C (2.24, -0.11, 0.16)
C (0.79, -0.23, 0.37)
C (-0.09, 1.01, 0.06)
C (-0.78, 0.17, -1.04)
N (0.05, -0.82, -0.74)
H (0.60, -0.71, 1.33)
H (-0.74, 1.34, 0.87)
H (0.46, 1.87, -0.34)
H (-2.83, -0.30, -0.08)
H (-3.19, -0.47, 0.55)
H (0.11, -1.75, -1.14)

- Energy above the lowest of the compared OMol25 structures with the same formula, charge and spin: 421.8 kJ/mol
- E_tot: -7221.2193 eV
- HOMO-LUMO gap: 0.3587 hartree



- energy above the lowest of the compared OMol25 structures with the same formula, charge and spin of number 2 (C3H10NO2S)?
  0.0 kJ/mol



- energy above the lowest of the compared OMol25 structures with the same formula, charge and spin of number 3 (C4H6N2)?
  421.8 kJ/mol



- The lowest HOMO-LUMO gap belongs to which entry?
  C4H8N4